Record 1
C4H11N2O | ωB97M-V/def2-TZVPD

## Properties
Charge: 0
LUMO (alpha / beta): 0.47 / 0.35 eV
Expectation value of S²: 0.751
Frontier orbital gap (alpha / beta): 3.7 / 11.1 eV
Multiplicity: 2

Last column: Mulliken charge in e.
Cartesian coordinates (Å):
O 1.782 1.701 0.698  -0.39
N -0.693 1.416 0.426  -1.46
N 2.483 -0.495 0.784  -0.31
C -0.220 -0.576 -0.873  -0.73
C 1.570 0.475 0.649  0.07
C 0.098 0.000 0.480  -0.29
C -1.742 -0.858 -0.966  -1.23
H -2.298 -0.015 -0.654  0.44
H -2.186 -0.988 -1.991  0.31
H 0.139 0.013 -1.707  0.36
H 0.041 2.134 0.339  0.61
H -0.152 -0.663 1.382  0.05
H 2.318 -1.525 0.808  0.24
H -1.353 1.389 -0.379  0.40
H -2.092 -1.761 -0.383  0.33
H 3.457 -0.205 0.968  0.27
H 0.259 -1.584 -0.878  0.28
H -1.415 1.544 1.297  1.04

Record 2
C29H31HgN6S4 | ωB97M-V/def2-TZVPD

## Properties
Charge: 0
LUMO (alpha / beta): -1.00 / -1.00 eV
Expectation value of S²: 0.781
Frontier orbital gap (alpha / beta): 4.4 / 5.4 eV
Multiplicity: 2

Last column: Mulliken charge in e.
Cartesian coordinates (Å):
Hg -0.519 0.170 -0.011  1.62
S 2.640 0.689 -0.753  0.08
S 0.408 -0.950 -2.887  0.16
S 1.609 -2.524 -0.178  0.04
S -6.379 -3.817 3.361  -0.39
N -2.604 -1.036 0.857  0.08
N 0.809 0.695 2.095  -0.08
N -7.493 -2.138 1.725  -0.29
N -0.079 2.804 1.558  -1.46
N -1.793 1.214 -1.648  0.01
N -0.819 2.251 0.644  0.69
C -3.688 2.713 -1.541  0.08
C -4.997 -1.008 0.816  -1.06
C 1.712 -0.002 2.772  -0.69
C 1.273 -3.338 -1.781  -0.86
C -2.861 -0.030 -5.495  -0.50
C 3.685 -0.621 -0.012  -0.51
C -3.830 4.306 0.263  -0.64
C -2.166 0.779 -2.917  -1.29
C -3.848 -2.542 2.231  -0.80
C -2.666 -2.012 1.772  -0.73
C 1.892 2.713 2.854  -0.44
C 2.728 0.575 3.501  -0.44
C -1.948 2.789 0.165  0.42
C 2.885 0.416 -2.554  -1.02
C -3.766 -0.550 0.410  -0.41
C -2.461 2.213 -1.055  -0.38
C 3.374 -2.063 -0.378  -1.01
C -5.078 -2.054 1.753  1.17
C -1.849 1.573 -4.022  0.42
C -2.789 -0.452 -3.132  0.36
C 1.581 0.376 -3.325  -0.80
C -6.328 -2.607 2.226  0.38
C -4.351 3.730 -0.902  -0.90
C 0.859 2.051 2.147  0.26
C -2.183 1.162 -5.298  -0.85
C -3.145 -0.841 -4.408  -0.81
C 2.831 1.975 3.518  -0.46
C -2.656 3.837 0.792  -0.56
C 1.434 -2.466 -3.011  -1.04
H 1.083 -3.005 -3.893  0.49
H -3.153 -0.333 -6.490  0.38
H 3.456 -0.504 -2.669  0.44
H -7.532 -1.378 1.069  0.17
H 1.915 3.790 2.819  0.45
H -3.645 -1.790 -4.553  0.39
H 0.999 1.281 -3.146  0.25
H 0.238 -3.662 -1.685  0.39
H -4.364 5.113 0.744  0.39
H 1.780 0.287 -4.394  0.55
H -2.245 4.245 1.704  0.47
H -2.983 -1.093 -2.280  0.39
H 3.542 -0.460 1.058  0.13
H -4.104 2.262 -2.431  0.46
H 4.720 -0.392 -0.271  0.50
H -8.347 -2.498 2.113  0.20
H 2.470 -2.179 -3.176  0.44
H 1.603 -1.080 2.723  0.41
H -3.705 0.252 -0.309  0.42
H 3.644 2.451 4.049  0.40
H 3.488 1.244 -2.930  0.53
H 1.918 -4.213 -1.859  0.48
H -1.715 -2.371 2.142  0.47
H -1.919 1.784 -6.141  0.39
H -5.873 -0.539 0.395  0.30
H 3.952 -2.716 0.279  0.54
H -3.847 -3.340 2.958  0.41
H -5.293 4.085 -1.294  0.40
H -1.320 2.500 -3.850  0.50
H 3.428 -0.041 4.043  0.46
H 3.648 -2.284 -1.409  0.44

Record 3
C2H3N5O | ωB97M-V/def2-TZVPD

## Properties
Charge: 0
LUMO: -1.44 eV
Structure (SMILES): [H]/N=c1/nnc(O)n[nH]1
Frontier orbital gap: 8.1 eV

Last column: Mulliken charge in e.
Cartesian coordinates (Å):
O -2.788 -0.361 0.292  -0.50
N 0.525 -1.442 -0.190  -0.17
N -0.791 0.784 -0.105  -0.35
N 0.517 0.834 -0.393  -0.22
N -0.785 -1.562 -0.280  -0.21
N 2.641 -0.491 0.311  -0.54
C -1.397 -0.327 -0.091  0.60
C 1.393 -0.289 0.119  0.43
H 0.820 1.850 0.105  0.34
H 2.978 0.387 -0.026  0.26
H -3.113 0.617 0.257  0.37

Record 4
C7H13NO | ωB97M-V/def2-TZVPD

## Properties
Charge: 0
LUMO: 0.84 eV
Structure (SMILES): CC1(C)O[C@@]2(C)C[C@@]12N
Frontier orbital gap: 9.1 eV

Last column: Mulliken charge in e.
Cartesian coordinates (Å):
O 0.111 -1.483 -0.066  -0.59
N 0.439 1.952 0.396  -0.57
C 1.152 -0.562 -0.209  1.03
C -1.527 -0.202 1.376  -1.72
C -1.990 -0.437 -1.088  -1.51
C -0.940 -0.253 -0.017  1.34
C 0.210 0.704 -0.237  0.20
C 1.022 0.284 -1.438  -0.85
C 2.434 -0.791 0.529  -1.57
H -0.741 -0.459 2.087  0.39
H -1.911 0.792 1.603  0.34
H -2.323 -0.933 1.497  0.39
H -2.557 -1.346 -0.897  0.39
H -2.674 0.414 -1.061  0.35
H -0.145 2.689 0.017  0.27
H 2.317 -1.643 1.197  0.39
H -1.552 -0.505 -2.079  0.31
H 0.319 1.910 1.401  0.28
H 3.239 -1.020 -0.169  0.32
H 1.860 0.932 -1.646  0.31
H 2.725 0.078 1.118  0.35
H 0.532 -0.122 -2.313  0.18